{"formula": "C4H7ClN2", "method": "wB97M-V/def2-TZVPD", "species": ["C", "C", "C", "C", "N", "N", "Cl", "H", "H", "H", "H", "H", "H", "H"], "positions_angstrom": [[0.227, 0.609, -0.715], [0.897, -0.720, -0.334], [0.439, 1.920, 0.027], [0.220, -2.055, 0.032], [0.670, 0.415, -2.047], [1.274, -0.672, -1.774], [2.368, -0.681, 0.653], [-1.632, 0.116, -0.665], [0.118, 1.990, 1.029], [-0.101, 2.643, -0.465], [1.598, 2.205, -0.097], [-0.602, -2.243, -0.592], [-0.265, -1.825, 0.981], [0.965, -2.721, 0.033]], "forces_ev_per_angstrom": [[-3.6, -0.3, 3.0], [0.1, -0.9, -1.0], [3.4, -1.2, -1.6], [-2.3, 4.8, 0.8], [0.5, -1.1, 0.0], [0.2, 0.5, -1.0], [0.2, 0.7, 0.2], [3.4, 1.1, -0.1], [-0.1, -0.6, 1.3], [-1.1, 1.8, -1.4], [-2.5, -0.6, 0.5], [-0.8, -0.5, -1.4], [0.4, -0.6, 0.5], [2.3, -2.9, 0.2]], "lumo_energy_ev": [-0.8014, -0.8011], "relative_energy_kj_mol": 600.86, "orbital_gap_ha": [0.32467, 0.32484], "energy_ev": -19758.50549}

=====

{"formula": "C4H7Br2CuN", "method": "wB97M-V/def2-TZVPD", "species": ["Cu", "Br", "Br", "C", "C", "C", "C", "N", "H", "H", "H", "H", "H", "H", "H"], "positions_angstrom": [[18.021, 16.239, 16.384], [18.048, 13.757, 15.446], [16.892, 16.837, 18.791], [20.842, 17.394, 12.080], [20.172, 18.766, 11.989], [18.732, 18.731, 12.496], [18.655, 18.253, 13.884], [18.629, 17.927, 14.982], [21.070, 17.078, 13.097], [21.768, 17.337, 11.509], [20.155, 16.645, 11.674], [20.227, 19.171, 10.980], [20.728, 19.480, 12.602], [18.057, 18.105, 11.912], [18.320, 19.742, 12.505]], "forces_ev_per_angstrom": [[-0.4, -0.5, 0.5], [0.1, 1.1, 0.2], [0.5, -0.1, -1.0], [-0.3, -0.2, -0.4], [0.6, -0.2, 0.5], [-0.2, 0.3, 0.4], [0.2, 0.2, -0.2], [-0.2, -0.6, 0.3], [-0.1, 0.2, 0.1], [0.0, 0.1, 0.0], [0.1, -0.1, 0.0], [-0.3, -0.2, -0.1], [0.0, 0.0, 0.0], [0.2, -0.1, -0.2], [-0.1, 0.0, -0.1]], "lumo_energy_ev": 2.4789, "relative_energy_kj_mol": 0.00, "total_charge": -1, "orbital_gap_ha": 0.25165, "energy_ev": -190480.08904}

=====

Question: Number 1 is which compound?
Answer: C4H7ClN2